Entry 1:
C6H11NO in the gas phase at a distorted geometry, computed with ωB97M-V with the def2-TZVPD basis set.

Geometry (Å):
1 C 2.479 -0.636 -0.428
2 C 1.174 0.301 -0.487
3 C 1.460 1.465 0.635
4 C -0.010 -0.433 -0.006
5 C -2.317 -0.495 0.181
6 C -2.095 0.935 -0.189
7 H 3.192 0.121 -0.811
8 H 2.612 -1.528 -1.067
9 H 2.722 -0.929 0.548
10 H 1.064 0.841 -1.368
11 H 1.070 1.030 1.556
12 H 2.477 1.613 0.608
13 H 0.624 2.191 0.367
14 H -2.263 -0.654 1.212
15 H -3.171 -0.936 -0.385
16 H -2.663 1.385 -1.044
17 H -1.911 1.627 0.589
18 N -1.238 -0.171 -0.643
19 O 0.097 -1.298 0.758

Spin multiplicity: 1

---

Entry 2:
2 unconnected molecules or ions with the total composition C6H11NO at a distorted geometry, computed with ωB97M-V with the def2-TZVPD basis set.

Geometry (Å):
1 C -1.175 -0.492 0.362
2 C 1.939 0.345 1.092
3 C 1.516 -0.382 -0.139
4 C -2.202 -1.168 -0.407
5 C -1.404 0.830 0.913
6 C 1.552 0.294 -1.484
7 N 0.500 -1.408 -0.230
8 O 2.608 -0.748 0.663
9 H 2.409 1.349 0.826
10 H 1.552 0.310 2.131
11 H -3.050 -1.356 0.221
12 H -2.475 -0.346 -1.105
13 H -1.958 -2.043 -1.007
14 H -1.815 0.513 1.925
15 H -2.031 1.515 0.453
16 H -0.433 1.448 1.212
17 H 1.973 1.309 -1.478
18 H 0.491 0.441 -1.688
19 H 2.004 -0.411 -2.262

Spin multiplicity: 1

---

Entry 3:
2 unconnected molecules or ions with the total composition C6H11NO at a distorted geometry, computed with ωB97M-V with the def2-TZVPD basis set.

Geometry (Å):
1 C -0.975 1.283 -2.167
2 C -0.485 0.902 -0.752
3 C -0.869 1.155 0.528
4 N -0.017 0.490 1.382
5 C 0.910 -0.282 0.760
6 C 0.703 -0.042 -0.575
7 C 2.184 -0.900 1.523
8 H -0.161 1.796 -2.802
9 H -1.161 0.294 -2.518
10 H -1.855 1.873 -2.149
11 H -1.790 1.552 0.941
12 H -0.045 0.606 2.397
13 H 1.300 -0.568 -1.319
14 H 2.375 -1.901 1.282
15 H 3.035 -0.325 1.268
16 H 2.056 -0.844 2.607
17 H -2.124 -2.363 -0.016
18 H -1.770 -0.899 -0.255
19 O -1.310 -1.826 -0.135

Total charge: +1
Spin multiplicity: 2

---

Entry 4:
A gas-phase ion, C6H11NO (charge +1) at a distorted geometry, computed with ωB97M-V with the def2-TZVPD basis set.

Geometry (Å):
1 C -0.967 -2.193 1.112
2 O -0.598 -3.248 0.307
3 C -0.863 -0.785 0.569
4 C 0.592 -0.292 0.848
5 C 0.734 1.079 0.212
6 C 0.892 0.967 -1.114
7 N 0.993 2.061 -1.974
8 C 0.460 3.173 -1.686
9 H -1.950 -2.393 1.473
10 H -0.283 -2.261 2.013
11 H -1.364 -3.413 -0.319
12 H -1.039 -0.883 -0.595
13 H -1.426 -0.040 0.957
14 H 1.442 -0.920 0.445
15 H 0.924 -0.286 1.821
16 H 0.785 1.898 0.814
17 H 1.099 -0.044 -1.652
18 H -0.219 3.509 -0.817
19 H 0.789 4.071 -2.412

Total charge: +1
Spin multiplicity: 2

---

Entry 5:
2 unconnected molecules or ions with the total composition C6H11NO at a distorted geometry, computed with ωB97M-V with the def2-TZVPD basis set.

Geometry (Å):
1 O 4.127 0.391 1.389
2 C 2.977 0.416 0.988
3 C 2.351 -0.592 0.196
4 C 0.891 -0.538 -0.088
5 C 0.431 -0.058 -1.505
6 N -3.240 0.166 -0.773
7 C -1.996 -0.182 -0.699
8 C -0.991 0.229 -1.580
9 H 2.357 1.326 1.146
10 H -2.731 0.977 2.924
11 H 2.959 -1.495 0.160
12 H 0.345 -1.446 0.174
13 H 0.502 0.230 0.596
14 H 1.037 0.847 -1.664
15 H 0.767 -0.758 -2.285
16 H -2.879 1.057 3.621
17 H -3.825 -0.527 -0.285
18 H -1.744 -0.848 0.127
19 H -1.337 0.803 -2.441

Total charge: +1
Spin multiplicity: 2

---

Entry 6:
C6H11NO2 in the gas phase at a distorted geometry, computed with ωB97M-V with the def2-TZVPD basis set.

Geometry (Å):
1 C 1.192 0.322 1.021
2 C 0.192 -0.435 0.175
3 C -1.099 0.311 -0.103
4 C -0.952 1.559 -0.905
5 N -0.495 1.958 -1.992
6 C 0.699 -1.380 -0.892
7 C 0.074 -1.923 0.361
8 O 0.875 -2.520 1.332
9 H 2.112 -0.257 1.163
10 H 1.453 1.275 0.541
11 H 0.768 0.541 2.013
12 H -1.805 -0.330 -0.655
13 H -1.588 0.580 0.848
14 H 0.142 -1.466 -1.826
15 H 1.782 -1.481 -0.988
16 H -0.928 -2.359 0.279
17 H 1.159 -3.384 1.022
18 O -1.188 3.016 -0.188
19 H -1.819 2.818 0.518
20 H -0.574 3.155 -1.725

Spin multiplicity: 1

---

Entry 7:
C6H11NO2 in the gas phase at a distorted geometry, computed with ωB97M-V with the def2-TZVPD basis set.

Geometry (Å):
1 C -1.537 0.895 -0.330
2 C -1.098 -1.379 -0.389
3 C 0.157 -0.879 0.183
4 C 1.700 -1.277 0.170
5 C 1.146 1.261 -0.276
6 C -0.244 1.111 0.635
7 H -2.500 1.513 -0.127
8 H -1.315 1.164 -1.443
9 H -1.398 -2.166 0.267
10 H -0.942 -1.697 -1.591
11 H 0.413 -0.044 -0.668
12 H 2.004 -1.378 1.215
13 H 2.114 -2.171 -0.495
14 H 1.073 1.633 -1.263
15 H 2.064 2.086 0.051
16 H -0.559 2.032 1.114
17 H -0.940 -0.443 1.739
18 N -0.141 -0.047 1.364
19 O -2.088 -0.367 0.050
20 O 2.090 0.151 -0.207

Spin multiplicity: 1

---

Entry 8:
2 unconnected molecules or ions with the total composition C6H11NO2 at a distorted geometry, computed with ωB97M-V with the def2-TZVPD basis set.

Geometry (Å):
1 C 0.218 0.260 1.417
2 C -0.249 -0.487 0.187
3 C 0.566 -1.721 -0.183
4 C 0.595 -2.746 0.871
5 N 0.731 -3.522 1.721
6 C -1.730 -0.497 -0.127
7 C -0.785 0.301 -0.977
8 O -0.686 1.688 -0.874
9 H -0.399 1.144 1.609
10 H 0.170 -0.388 2.304
11 H 1.257 0.601 1.301
12 H 0.194 -2.203 -1.098
13 H 1.608 -1.443 -0.403
14 H -2.166 -1.401 -0.553
15 H -2.385 0.068 0.536
16 H -0.586 -0.071 -1.989
17 H -1.468 2.105 -1.245
18 O 1.926 2.708 -0.525
19 H 1.012 2.394 -0.650
20 H 2.177 3.209 -1.322

Spin multiplicity: 1

---

Entry 9:
2 unconnected molecules or ions with the total composition C6H11NO2P at a distorted geometry, computed with ωB97M-V with the def2-TZVPD basis set.

Geometry (Å):
1 C 3.360 -1.233 0.762
2 C -0.308 -0.576 -1.627
3 C -2.011 0.815 0.186
4 C 0.393 -1.136 -0.350
5 C -1.089 0.276 1.264
6 C 0.227 -0.103 0.714
7 N 4.375 -1.826 0.899
8 O 1.474 1.690 -1.339
9 O 0.524 2.605 0.880
10 P 0.987 1.478 0.034
11 H 0.083 -1.152 -2.522
12 H -1.322 -0.767 -1.565
13 H -0.078 0.366 -1.861
14 H -1.326 1.281 -0.545
15 H -2.586 0.046 -0.350
16 H -2.716 1.507 0.610
17 H 1.495 -1.276 -0.344
18 H -0.004 -2.145 -0.277
19 H -0.849 1.017 2.065
20 H -1.484 -0.518 1.838
21 H 0.855 -0.349 1.530

Total charge: -1
Spin multiplicity: 1

---

Entry 10:
C6H11NO3S in the gas phase at a distorted geometry, computed with ωB97M-V with the def2-TZVPD basis set.

Geometry (Å):
1 C -1.021 -1.995 0.263
2 C 0.153 -1.669 0.737
3 C -1.856 -1.053 -0.574
4 C -1.650 0.414 -0.096
5 C 0.622 -0.244 0.624
6 C -0.209 0.779 -0.288
7 N 0.096 2.193 0.048
8 O 2.707 1.312 0.510
9 O 3.246 -1.030 0.474
10 O 2.109 -0.043 -1.516
11 S 2.322 -0.113 -0.084
12 H -1.318 -3.012 0.135
13 H 0.868 -2.363 1.311
14 H -1.592 -1.151 -1.692
15 H -2.992 -1.209 -0.517
16 H -2.382 0.986 -0.670
17 H -1.849 0.331 1.044
18 H 0.746 0.171 1.723
19 H 0.246 0.625 -1.246
20 H 0.070 2.730 -0.785
21 H 2.297 1.869 -0.069
22 H -0.612 2.469 0.667

Spin multiplicity: 1

---

Entry 11:
C6H11NO6 in the gas phase at a distorted geometry, computed with ωB97M-V with the def2-TZVPD basis set.

Geometry (Å):
1 C 0.197 -0.862 0.988
2 C -1.121 0.525 -1.673
3 C -0.904 -1.311 0.121
4 C -0.564 -0.879 -1.342
5 C 0.302 1.767 -0.210
6 C 0.434 2.456 1.112
7 N 0.930 -1.627 1.660
8 O -0.935 1.502 -0.657
9 O -1.184 -2.708 0.138
10 O -1.128 -1.766 -2.264
11 O 1.385 1.707 -0.993
12 O 1.472 1.946 1.893
13 O 1.982 -1.008 2.382
14 H -0.713 0.861 -2.636
15 H -2.205 0.442 -1.780
16 H -1.833 -0.811 0.425
17 H 0.533 -0.898 -1.460
18 H -0.541 2.388 1.617
19 H 0.689 3.514 0.965
20 H -0.388 -3.160 0.441
21 H -1.443 -2.530 -1.744
22 H 1.233 1.209 -1.808
23 H 1.406 0.974 1.954
24 H 2.399 -1.731 2.867

Spin multiplicity: 1

---

Entry 12:
A molecular structure, C6H11NOS at a distorted geometry, computed with ωB97M-V with the def2-TZVPD basis set.

Geometry (Å):
1 C -0.805 -2.774 -0.543
2 C -2.019 0.449 0.800
3 C 2.052 -0.261 0.756
4 C 1.281 0.998 1.131
5 C 0.732 0.028 0.031
6 C 0.520 0.453 -1.395
7 N -2.290 1.124 -0.195
8 O -0.391 -1.170 2.162
9 S -0.714 -0.904 0.738
10 H -1.646 -2.234 -1.103
11 H -1.314 -3.369 0.321
12 H -2.662 0.311 1.699
13 H 2.945 -0.428 0.191
14 H 1.863 -0.903 1.545
15 H 0.838 0.745 2.111
16 H 1.425 2.052 0.848
17 H 0.648 1.563 -1.434
18 H -0.392 -0.008 -1.651
19 H 1.204 -0.026 -2.044
20 H -2.916 1.909 -0.151

Spin multiplicity: 1

---

Per-record DFT total energy, hartree: -365.124040; -364.937426; -364.885690; -364.777490; -364.720960; -440.343690; -440.173430; -440.418869; -781.832869; -913.828811; -741.229516; -763.136738